1.
Density functional theory data (ωB97M-V with the def2-TZVPD basis set) for a structure of composition C40H76BF12HgN4O12P2 in a non-equilibrium geometry.

```
148
Properties=species:S:1:pos:R:3
Hg 23.88 7.71 -0.74
O 24.28 14.02 -2.97
C 24.55 15.20 -3.39
O 23.73 16.17 -3.91
B 24.49 17.39 -4.33
O 25.90 16.89 -4.10
C 25.97 15.74 -3.57
O 26.96 15.11 -3.23
O 23.98 18.57 -3.60
C 23.46 19.46 -4.35
O 22.99 20.57 -3.97
C 23.59 18.91 -5.85
O 24.24 17.73 -5.77
O 23.11 19.41 -6.86
P 27.45 7.57 -5.86
F 28.94 6.93 -5.76
F 27.86 9.15 -6.05
F 27.44 7.35 -7.39
F 25.83 7.93 -5.80
F 26.89 6.04 -5.48
F 27.49 7.78 -4.23
P 30.24 6.40 1.97
F 29.54 6.98 3.31
F 31.72 6.50 2.61
F 29.96 4.92 2.54
F 30.84 5.86 0.54
F 28.73 6.37 1.36
F 30.39 7.86 1.25
C 18.91 3.36 -12.21
C 20.16 2.89 -12.96
C 20.80 1.71 -12.15
C 20.17 0.31 -12.27
C 19.93 0.02 -13.65
C 19.19 1.10 -14.52
N 19.90 2.42 -14.33
O 19.29 3.40 -15.16
C 19.37 0.60 -16.00
C 17.63 1.02 -14.37
C 21.27 3.89 -12.88
H 18.20 2.54 -12.13
H 18.38 4.26 -12.53
H 19.26 3.85 -11.30
H 21.83 1.54 -12.46
H 21.00 1.90 -11.09
H 19.27 0.34 -11.65
H 20.62 -0.53 -11.76
H 19.47 -0.97 -13.65
H 20.95 -0.15 -14.00
H 20.37 0.69 -16.41
H 19.06 -0.44 -16.03
H 18.78 1.25 -16.65
H 17.20 2.01 -14.21
H 17.09 0.68 -15.25
H 17.24 0.41 -13.56
H 21.14 4.61 -13.69
H 22.11 3.32 -13.28
H 21.47 4.48 -11.98
H 20.03 3.88 -15.54
C 20.24 1.73 -0.87
C 20.20 3.21 -0.52
C 18.81 3.60 -0.03
C 18.49 3.22 1.42
C 19.58 3.81 2.34
C 21.03 3.39 2.01
N 21.23 3.58 0.56
O 22.48 3.19 0.09
C 21.81 4.45 2.91
C 21.31 1.95 2.54
C 20.49 3.98 -1.82
H 19.85 1.11 -0.06
H 21.24 1.40 -1.15
H 19.49 1.41 -1.60
H 18.42 4.62 -0.10
H 18.04 3.12 -0.63
H 18.49 2.14 1.57
H 17.44 3.44 1.60
H 19.22 3.28 3.22
H 19.44 4.89 2.44
H 21.55 5.49 2.73
H 21.91 4.21 3.96
H 22.82 4.46 2.48
H 21.58 1.91 3.59
H 20.34 1.46 2.62
H 21.94 1.34 1.89
H 20.21 5.02 -1.65
H 19.80 3.53 -2.54
H 21.35 3.75 -2.44
H 22.50 2.26 0.33
C 34.44 13.23 -5.69
C 35.31 12.07 -6.20
C 36.62 12.88 -6.49
C 37.76 11.77 -6.76
C 37.91 10.83 -5.62
C 36.64 10.07 -5.14
N 35.52 11.11 -5.06
O 34.33 10.61 -4.69
C 36.25 8.92 -5.98
C 36.90 9.53 -3.68
C 34.69 11.44 -7.48
H 34.32 14.08 -6.36
H 34.75 13.57 -4.70
H 33.38 13.00 -5.59
H 36.36 13.55 -7.31
H 37.00 13.37 -5.60
H 38.70 12.29 -6.95
H 37.46 11.31 -7.71
H 38.41 11.26 -4.75
H 38.66 10.11 -5.95
H 35.65 8.11 -5.57
H 36.11 9.21 -7.02
H 37.12 8.28 -6.15
H 37.01 10.33 -2.95
H 36.14 8.94 -3.17
H 37.72 8.83 -3.54
H 34.19 10.53 -7.15
H 35.36 11.19 -8.30
H 33.87 12.13 -7.68
H 34.24 10.00 -5.43
C 29.74 -5.15 -5.04
C 28.67 -4.62 -6.05
C 27.22 -4.49 -5.49
C 27.03 -3.16 -4.64
C 27.41 -1.91 -5.45
C 28.83 -1.96 -6.15
N 28.94 -3.30 -6.70
O 30.15 -3.33 -7.36
C 28.66 -1.04 -7.40
C 29.94 -1.55 -5.08
C 28.49 -5.67 -7.23
H 29.69 -6.17 -4.66
H 29.71 -4.47 -4.19
H 30.79 -5.03 -5.32
H 26.54 -4.59 -6.33
H 27.12 -5.43 -4.95
H 27.63 -3.22 -3.73
H 26.03 -3.15 -4.20
H 27.38 -1.19 -4.64
H 26.57 -1.70 -6.12
H 29.47 -1.19 -8.11
H 27.72 -1.20 -7.93
H 28.70 -0.02 -7.03
H 30.95 -1.64 -5.47
H 29.83 -0.64 -4.49
H 29.99 -2.21 -4.21
H 29.41 -6.23 -7.42
H 28.36 -5.14 -8.17
H 27.65 -6.33 -7.00
H 29.93 -3.01 -8.24
```

## Properties
Multiplicity: 1
Net charge: -1
E_HOMO: -7.590 eV
Frontier orbital gap: 0.978 eV
Lowest unoccupied orbital energy: -0.243 Eh

=====

2.
Density functional theory data (ωB97M-V with the def2-TZVPD basis set) for a cluster of 11 separate species, C40H76Cl22O10S3 in total in a non-equilibrium geometry.

```
151
Properties=species:S:1:pos:R:3
C 0.10 -7.72 2.27
C -0.14 -6.27 2.69
C -1.59 -5.82 2.66
C -1.78 -4.48 3.42
C -2.62 -3.46 2.62
C -1.71 -2.55 1.74
C -0.92 -1.56 2.61
C 0.49 -1.21 2.12
C 0.32 -0.46 0.78
C 1.27 -0.90 -0.37
C 1.25 0.24 -1.42
C 1.52 -0.24 -2.87
S 3.19 0.24 -3.33
O 3.97 0.19 -2.16
O 3.67 -0.56 -4.40
Cl 3.06 2.20 -3.95
O 1.18 -2.47 1.84
S 2.11 -2.98 3.05
O 3.41 -3.07 2.53
O 1.64 -4.08 3.77
O 1.80 -1.73 4.01
C 1.39 -0.57 3.22
C 0.72 0.31 4.29
C 0.74 1.83 4.06
C -0.16 2.29 2.89
C -0.94 3.56 3.18
S -1.93 3.92 1.71
O -2.72 5.08 1.91
O -2.64 2.76 1.30
Cl -0.56 4.30 0.21
C 2.78 -0.03 2.74
C 3.84 -0.17 3.86
O 4.97 0.68 3.65
C 6.05 0.04 3.12
O 6.59 -0.89 3.59
H -0.40 -8.39 2.97
H -0.21 -7.93 1.24
H 1.17 -7.90 2.36
H 0.51 -5.57 2.16
H 0.15 -6.21 3.74
H -1.92 -5.68 1.62
H -2.22 -6.56 3.15
H -2.20 -4.69 4.41
H -0.80 -4.02 3.60
H -3.14 -2.84 3.34
H -3.30 -4.04 2.00
H -1.10 -3.17 1.08
H -2.39 -1.97 1.12
H -0.83 -1.94 3.63
H -1.45 -0.60 2.70
H -0.68 -0.61 0.38
H 0.46 0.62 0.86
H 0.92 -1.83 -0.82
H 2.30 -1.00 -0.04
H 1.91 1.06 -1.12
H 0.24 0.67 -1.40
H 0.85 0.32 -3.55
H 1.33 -1.30 -3.03
H 1.29 0.14 5.20
H -0.31 0.03 4.51
H 0.32 2.28 4.97
H 1.75 2.22 3.95
H 0.50 2.51 2.05
H -0.80 1.48 2.54
H -1.64 3.50 4.01
H -0.26 4.41 3.27
H 2.74 1.03 2.49
H 3.11 -0.61 1.88
H 4.18 -1.19 4.03
H 3.37 0.16 4.79
H 6.44 0.47 2.18
Cl 7.75 1.21 -0.67
C 8.29 -0.46 -0.97
C 7.16 -1.36 -1.41
Cl 5.98 -1.63 -0.10
H 8.76 -0.83 -0.06
H 9.04 -0.42 -1.75
H 7.55 -2.33 -1.70
H 6.62 -0.94 -2.26
Cl -3.88 1.73 4.75
C -5.12 1.76 3.46
C -5.58 0.37 3.08
Cl -4.29 -0.55 2.26
H -4.70 2.29 2.61
H -5.96 2.33 3.84
H -6.42 0.44 2.38
H -5.90 -0.20 3.94
Cl -2.91 3.21 -6.45
C -1.43 3.84 -5.69
C -0.27 2.89 -5.85
Cl -0.47 1.39 -4.91
H -1.64 4.04 -4.64
H -1.20 4.78 -6.18
H 0.65 3.36 -5.50
H -0.13 2.62 -6.90
Cl -3.48 2.83 -2.84
C -4.36 4.22 -2.17
C -5.86 4.02 -2.23
Cl -6.47 4.04 -3.91
H -4.06 5.11 -2.72
H -4.06 4.33 -1.14
H -6.35 4.84 -1.71
H -6.15 3.08 -1.78
Cl 4.27 -9.14 3.13
C 4.25 -7.89 4.40
C 3.34 -8.23 5.55
Cl 1.64 -8.19 5.05
H 3.95 -6.96 3.93
H 5.28 -7.79 4.75
H 3.47 -7.49 6.34
H 3.56 -9.21 5.97
Cl -9.15 -1.19 2.10
C -8.20 -2.45 2.92
C -8.58 -2.59 4.38
Cl -8.09 -1.17 5.33
H -7.15 -2.21 2.80
H -8.40 -3.39 2.40
H -8.06 -3.45 4.81
H -9.65 -2.73 4.50
Cl 6.06 3.54 -9.41
C 5.71 2.78 -7.84
C 4.69 1.68 -7.96
Cl 3.07 2.30 -8.37
H 5.38 3.55 -7.16
H 6.65 2.37 -7.47
H 4.59 1.16 -7.01
H 4.97 0.95 -8.72
Cl -5.71 9.14 -4.79
C -7.37 8.57 -4.49
C -7.72 7.36 -5.31
Cl -7.84 7.74 -7.05
H -8.05 9.40 -4.68
H -7.43 8.32 -3.43
H -8.69 6.97 -5.00
H -6.98 6.57 -5.19
Cl 3.58 -5.72 0.30
C 5.08 -5.08 1.02
C 6.31 -5.82 0.55
Cl 6.36 -7.49 1.15
H 4.98 -5.13 2.11
H 5.15 -4.03 0.74
H 7.20 -5.32 0.91
H 6.36 -5.85 -0.54
Cl -2.73 9.57 -6.86
C -1.08 9.11 -7.37
C -0.83 7.64 -7.21
Cl -0.77 7.15 -5.49
H -0.37 9.70 -6.79
H -0.98 9.39 -8.42
H 0.14 7.38 -7.65
H -1.60 7.04 -7.70
```

## Properties
SMILES: CCCCCCC[C@]1(CCCCS(=O)(=O)Cl)OS(=O)(=O)O[C@@]1(CCCCS(=O)(=O)Cl)CCOC=O.ClCCCl.ClCCCl.ClCCCl.ClCCCl.ClCCCl.ClCCCl.ClCCCl.ClCCCl.ClCCCl.ClCCCl
Multiplicity: 1
E_HOMO: -10.112 eV
Frontier orbital gap: 9.753 eV
Lowest unoccupied orbital energy: -0.013 Eh

=====

3.
Density functional theory data (ωB97M-V with the def2-TZVPD basis set) for a structure of composition C40H76F12HgN6O12S4 in a non-equilibrium geometry.

```
151
Properties=species:S:1:pos:R:3
Hg -1.14 -1.66 -2.88
C 2.83 -0.93 -1.94
F 3.28 0.13 -2.56
F 2.74 -2.01 -2.75
F 3.71 -1.11 -0.95
S 1.11 -0.66 -1.12
O 0.41 -1.97 -1.04
O 1.27 0.10 0.08
N 0.13 0.02 -2.37
S 0.16 1.59 -2.05
O -1.03 1.96 -1.25
O 1.46 2.09 -1.48
C -0.02 2.47 -3.77
F 0.47 3.72 -3.72
F 0.65 1.77 -4.70
F -1.30 2.50 -4.09
C 1.32 -1.16 -6.25
F 0.99 -0.10 -6.94
F 1.96 -2.05 -6.98
F 1.90 -0.90 -5.06
S -0.30 -1.98 -5.80
O -1.17 -0.90 -5.37
O -0.87 -2.74 -6.85
N -0.06 -2.82 -4.31
S 0.36 -4.24 -4.78
O -0.85 -4.93 -5.09
O 1.47 -4.44 -5.77
C 0.94 -5.19 -3.27
F 2.19 -4.78 -3.02
F 0.18 -4.85 -2.22
F 0.87 -6.52 -3.39
C 0.36 6.38 -2.27
C -0.93 7.09 -2.60
C -0.36 8.59 -2.84
C -1.23 9.53 -3.54
C -1.41 8.88 -4.87
C -2.24 7.57 -4.86
N -1.48 6.64 -3.92
O -1.97 5.30 -3.76
C -3.65 7.74 -4.34
C -2.24 6.96 -6.22
C -1.92 6.94 -1.48
H 0.79 6.65 -1.30
H 1.01 6.42 -3.14
H 0.22 5.32 -2.08
H -0.31 8.94 -1.81
H 0.68 8.65 -3.14
H -0.71 10.48 -3.69
H -2.09 9.74 -2.91
H -0.42 8.62 -5.25
H -2.03 9.51 -5.52
H -3.99 7.95 -3.32
H -4.07 8.51 -4.98
H -4.32 6.94 -4.66
H -1.24 6.80 -6.64
H -2.82 6.04 -6.20
H -2.74 7.55 -6.99
H -2.88 7.42 -1.67
H -1.50 7.36 -0.56
H -1.95 5.86 -1.30
H -1.31 4.84 -4.29
C 0.21 1.93 2.41
C -0.48 1.30 3.71
C 0.06 -0.21 3.91
C 1.52 -0.22 4.38
C 1.65 0.45 5.73
C 1.21 1.89 5.62
N -0.08 2.05 4.97
O -0.53 3.37 4.93
C 1.01 2.28 7.12
C 2.37 2.75 4.93
C -2.04 1.22 3.56
H 0.26 3.02 2.36
H -0.40 1.60 1.57
H 1.19 1.47 2.27
H -0.54 -0.84 4.56
H -0.03 -0.77 2.98
H 2.15 0.18 3.59
H 2.04 -1.18 4.42
H 2.70 0.46 6.04
H 1.08 -0.11 6.47
H 0.96 3.37 7.16
H 0.04 1.92 7.47
H 1.81 1.89 7.74
H 2.25 3.80 5.22
H 3.34 2.50 5.34
H 2.45 2.62 3.85
H -2.63 2.15 3.61
H -2.20 0.86 4.57
H -2.49 0.51 2.86
H -1.19 3.44 5.63
C -5.32 -2.21 -1.55
C -3.94 -1.66 -1.03
C -4.15 -0.99 0.35
C -4.27 -2.04 1.49
C -3.20 -3.12 1.40
C -2.98 -3.80 0.02
N -2.90 -2.70 -1.00
O -2.68 -3.24 -2.26
C -1.67 -4.50 0.19
C -4.11 -4.83 -0.17
C -3.53 -0.49 -1.92
H -5.83 -2.81 -0.79
H -5.18 -2.87 -2.40
H -6.12 -1.51 -1.80
H -3.28 -0.34 0.47
H -5.14 -0.55 0.21
H -5.21 -2.59 1.39
H -4.29 -1.55 2.47
H -3.39 -3.86 2.18
H -2.44 -2.46 1.80
H -1.48 -4.85 1.20
H -1.44 -5.30 -0.51
H -0.87 -3.83 -0.13
H -4.38 -4.84 -1.23
H -3.97 -5.86 0.15
H -5.05 -4.49 0.26
H -4.42 0.12 -2.06
H -3.40 -0.99 -2.88
H -2.55 -0.09 -1.69
H -3.38 -3.89 -2.33
C 5.66 -5.88 3.14
C 4.41 -5.80 3.91
C 4.50 -4.63 4.98
C 4.49 -3.29 4.21
C 3.31 -3.10 3.18
C 3.17 -4.34 2.25
N 3.32 -5.65 2.92
O 3.03 -6.75 2.08
C 1.76 -4.24 1.79
C 4.14 -4.12 1.02
C 4.09 -7.11 4.71
H 6.47 -6.10 3.83
H 6.01 -5.02 2.57
H 5.69 -6.67 2.39
H 3.64 -4.80 5.63
H 5.35 -4.75 5.65
H 5.47 -3.21 3.74
H 4.54 -2.45 4.90
H 3.42 -2.21 2.55
H 2.39 -3.11 3.76
H 1.58 -4.68 0.80
H 1.06 -4.56 2.56
H 1.41 -3.21 1.69
H 3.64 -3.51 0.27
H 5.07 -3.62 1.30
H 4.29 -5.10 0.57
H 4.40 -8.07 4.32
H 3.05 -7.16 5.05
H 4.71 -7.12 5.61
H 3.88 -6.90 1.68
```

## Properties
Multiplicity: 1
Relative energy (zero: lowest compared OMol25 entry of this formula, charge and spin): 586.4 kJ/mol
E_HOMO: -7.942 eV
Frontier orbital gap: 6.722 eV
Lowest unoccupied orbital energy: -0.045 Eh